Record 1
Density functional theory data (wB97M-V/def2-TZVPD) for a structure of composition C72H99N19RbS3Se2 in a non-equilibrium geometry.

The calculation puts the HOMO energy at -9.24 eV. For the total energy, the calculation gives -268422.705 eV. As for the net charge: +1. For the largest force on an atom, the calculation gives 1.1 eV/A. Its HOMO-LUMO gap is 7.697 eV.

XYZ file:
```
196
C72H99N19RbS3Se2 | the Open Molecules 2025 dataset | wB97M-V/def2-TZVPD
Rb -0.912 -0.266 0.257
C -7.660 2.006 0.523
N -6.975 0.783 0.161
C -7.831 -0.345 -0.145
C -5.670 0.825 -0.343
N -4.745 0.010 0.031
C -5.040 -0.834 1.180
C -4.016 -1.933 1.480
N -2.824 -1.496 2.201
C -3.165 -0.733 3.397
C -3.165 0.788 3.196
N -1.841 1.370 3.208
C -1.480 2.131 4.172
N -0.428 3.019 4.013
C 0.064 3.287 2.678
C 0.602 3.087 5.033
N -2.163 2.274 5.383
C -2.424 1.141 6.242
C -2.251 3.559 6.045
C -2.067 -2.694 2.573
C -0.574 -2.468 2.884
N 0.191 -2.954 1.762
C 1.033 -3.909 1.867
N 1.519 -4.388 3.086
C 2.091 -3.499 4.064
C 1.747 -5.795 3.324
N 1.472 -4.627 0.765
C 2.894 -4.886 0.618
C 0.760 -4.523 -0.502
N -5.414 1.832 -1.235
C -4.112 2.438 -1.377
C -6.411 2.291 -2.176
H -8.218 1.835 1.447
H -6.926 2.788 0.712
H -8.365 2.354 -0.241
H -8.644 -0.045 -0.818
H -7.256 -1.123 -0.645
H -8.280 -0.759 0.763
H -5.167 -0.180 2.049
H -5.986 -1.368 1.062
H -4.557 -2.702 2.060
H -3.696 -2.392 0.542
H -4.150 -1.038 3.786
H -2.429 -0.965 4.168
H -3.577 1.015 2.209
H -3.812 1.239 3.961
H 0.457 4.309 2.650
H 0.860 2.600 2.387
H -0.738 3.173 1.955
H 0.248 2.663 5.971
H 1.489 2.524 4.721
H 0.901 4.126 5.199
H -2.201 0.215 5.722
H -1.800 1.186 7.145
H -3.471 1.122 6.559
H -2.120 4.354 5.316
H -3.244 3.655 6.493
H -1.507 3.686 6.843
H -2.544 -3.197 3.431
H -2.101 -3.373 1.728
H -0.394 -1.396 3.008
H -0.330 -2.991 3.817
H 1.992 -2.467 3.733
H 1.605 -3.610 5.041
H 3.159 -3.716 4.203
H 1.317 -6.378 2.514
H 2.814 -6.038 3.408
H 1.265 -6.088 4.263
H 3.389 -4.863 1.587
H 3.363 -4.136 -0.031
H 3.053 -5.870 0.171
H 0.165 -5.422 -0.675
H 0.120 -3.646 -0.523
H 1.474 -4.431 -1.316
H -3.419 1.965 -0.692
H -3.743 2.343 -2.401
H -4.177 3.509 -1.148
H -7.301 1.670 -2.121
H -6.685 3.336 -1.998
H -6.016 2.210 -3.194
N 0.670 -1.177 -1.573
S 1.930 -1.328 -2.250
N 3.347 -1.462 -1.336
S 4.352 -0.369 -0.949
N 4.011 1.044 -0.426
S 2.751 1.424 0.623
N 1.411 1.059 0.234
C 3.063 3.211 0.678
C 3.631 3.892 1.742
C 3.677 5.280 1.713
C 3.150 5.979 0.638
C 2.573 5.290 -0.422
C 2.528 3.908 -0.395
C 3.411 0.858 2.208
C 4.751 1.032 2.522
C 5.200 0.681 3.785
C 4.308 0.173 4.722
C 2.973 -0.012 4.390
C 2.520 0.327 3.122
C 5.364 -1.201 0.264
C 4.729 -2.013 1.192
C 5.475 -2.534 2.236
C 6.828 -2.244 2.342
C 7.447 -1.426 1.406
C 6.710 -0.887 0.364
C 5.447 -0.012 -2.320
C 6.078 -1.070 -2.958
C 6.781 -0.829 -4.125
C 6.844 0.458 -4.643
C 6.233 1.512 -3.980
C 5.526 1.280 -2.811
C 2.091 -2.819 -3.255
C 0.903 -3.257 -3.822
C 0.909 -4.390 -4.618
C 2.095 -5.081 -4.833
C 3.277 -4.641 -4.252
C 3.277 -3.502 -3.459
C 2.353 -0.037 -3.462
C 2.851 -0.313 -4.727
C 3.050 0.733 -5.619
C 2.765 2.037 -5.242
C 2.274 2.303 -3.970
C 2.052 1.262 -3.082
H 4.023 3.363 2.599
H 4.121 5.817 2.541
H 3.182 7.061 0.631
H 2.147 5.827 -1.260
H 2.060 3.344 -1.190
H 5.430 1.439 1.784
H 6.241 0.817 4.046
H 4.657 -0.081 5.714
H 2.277 -0.398 5.124
H 1.483 0.196 2.827
H 3.670 -2.213 1.084
H 4.996 -3.158 2.978
H 7.400 -2.648 3.167
H 8.502 -1.200 1.489
H 7.166 -0.224 -0.360
H 6.010 -2.068 -2.542
H 7.274 -1.645 -4.636
H 7.363 0.637 -5.576
H 6.297 2.518 -4.372
H 5.017 2.074 -2.282
H -0.009 -2.715 -3.597
H -0.014 -4.740 -5.061
H 2.096 -5.965 -5.457
H 4.197 -5.188 -4.413
H 4.185 -3.158 -2.984
H 3.076 -1.328 -5.024
H 3.416 0.522 -6.615
H 2.936 2.848 -5.938
H 2.050 3.322 -3.676
H 1.648 1.419 -2.085
Se -4.359 -3.978 -4.134
Se -4.315 -2.264 -2.514
C -3.219 -1.048 -3.525
C -3.656 -0.657 -4.793
C -2.885 0.232 -5.518
C -1.693 0.683 -4.971
C -1.340 0.238 -3.708
N -2.089 -0.593 -2.985
C -3.849 -5.490 -3.039
C -4.221 -6.770 -3.446
C -3.958 -7.828 -2.596
C -3.312 -7.587 -1.394
C -2.944 -6.285 -1.105
N -3.215 -5.254 -1.903
H -4.589 -1.040 -5.182
H -3.202 0.567 -6.497
H -1.054 1.365 -5.515
H -0.404 0.540 -3.251
H -4.725 -6.917 -4.391
H -4.259 -8.833 -2.862
H -3.110 -8.385 -0.693
H -2.397 -6.047 -0.203
C -2.030 6.354 0.522
N -2.547 5.031 0.218
C -3.265 4.414 1.321
C -1.856 4.206 -0.657
N -1.685 2.972 -0.381
N -1.412 4.851 -1.815
C -2.319 5.747 -2.521
C -0.580 4.082 -2.715
H -1.526 6.355 1.496
H -2.844 7.082 0.561
H -1.310 6.664 -0.230
H -2.731 4.530 2.270
H -3.377 3.352 1.124
H -4.250 4.879 1.416
H -1.287 2.436 -1.143
H -3.097 6.103 -1.854
H -2.794 5.227 -3.363
H -1.765 6.601 -2.918
H -1.158 3.375 -3.328
H 0.165 3.531 -2.143
H -0.070 4.775 -3.387
```

***

Record 2
Density functional theory data (wB97M-V/def2-TZVPD) for a cluster of 21 separate species, C73H176N10O21 in total in a non-equilibrium geometry.

The calculation puts the HOMO energy at -8.70 eV. For the total energy, the calculation gives -136446.779 eV. As for the net charge: 0. For the largest force on an atom, the calculation gives 3.6 eV/A. Its HOMO-LUMO gap is 9.120 eV.

XYZ file:
```
280
C73H176N10O21 | the Open Molecules 2025 dataset | wB97M-V/def2-TZVPD
C -2.290 7.167 -0.408
C -2.842 6.361 0.803
O -2.365 6.410 1.896
C -3.839 5.275 0.520
H -3.043 7.708 -1.012
H -1.795 6.478 -1.040
H -1.588 7.941 -0.062
H -3.318 4.351 0.266
H -4.549 5.516 -0.223
H -4.402 5.081 1.462
C -5.402 -3.228 2.284
C -4.388 -2.297 1.751
O -4.185 -2.127 0.520
C -3.453 -1.618 2.689
H -5.889 -3.758 1.473
H -6.154 -2.702 2.850
H -4.983 -3.829 3.080
H -2.691 -2.320 2.991
H -3.911 -1.134 3.539
H -2.885 -0.878 2.136
C -3.205 4.542 4.940
C -3.855 3.284 4.454
O -4.880 2.878 4.956
C -3.357 2.664 3.176
H -2.389 4.228 5.640
H -3.913 5.195 5.416
H -2.749 5.048 4.116
H -2.851 3.419 2.537
H -4.071 2.130 2.605
H -2.584 1.959 3.451
C 1.032 4.245 4.623
C 0.623 4.529 6.067
O -0.332 4.025 6.596
C 1.469 5.520 6.852
H 1.180 5.168 4.075
H 0.106 3.770 4.150
H 1.847 3.473 4.481
H 1.140 5.587 7.905
H 1.480 6.452 6.257
H 2.500 5.113 6.820
C 1.905 1.414 -2.524
C 3.270 1.811 -2.079
O 3.651 2.913 -1.790
C 4.225 0.628 -2.087
H 1.165 2.197 -2.311
H 1.609 0.493 -2.074
H 2.044 1.265 -3.615
H 3.920 -0.123 -2.803
H 4.158 0.107 -1.118
H 5.221 0.990 -2.301
C 3.861 -4.525 3.302
C 2.829 -3.521 3.848
O 2.359 -3.733 4.944
C 2.602 -2.276 3.160
H 4.846 -4.045 3.407
H 3.615 -4.622 2.235
H 3.693 -5.493 3.754
H 2.795 -2.431 2.094
H 3.304 -1.485 3.536
H 1.592 -1.938 3.337
C 1.133 7.361 2.837
C 1.239 8.471 1.753
O 0.615 8.352 0.706
C 2.102 9.663 2.066
H 1.872 6.591 2.668
H 0.206 6.839 2.717
H 1.291 7.779 3.868
H 1.833 10.148 3.028
H 2.074 10.297 1.165
H 3.099 9.346 2.187
C -2.369 4.796 -4.154
C -1.481 3.683 -3.705
O -0.854 3.681 -2.652
C -1.356 2.585 -4.675
H -3.405 4.503 -4.039
H -2.244 4.877 -5.211
H -2.203 5.698 -3.593
H -1.823 1.666 -4.209
H -0.290 2.334 -4.731
H -1.755 2.643 -5.693
C 1.378 5.270 -0.648
C 2.261 4.793 0.499
O 1.817 4.046 1.340
C 3.760 5.060 0.431
H 1.876 5.375 -1.588
H 0.952 6.254 -0.505
H 0.566 4.510 -0.689
H 4.246 4.190 -0.063
H 4.240 5.323 1.409
H 3.993 5.849 -0.256
C 4.589 0.627 6.545
C 3.347 1.524 6.223
O 3.427 2.734 6.339
C 2.130 0.869 5.687
H 5.411 1.124 7.032
H 4.981 0.088 5.695
H 4.134 -0.136 7.208
H 1.317 1.644 5.697
H 1.759 0.061 6.292
H 2.331 0.544 4.657
C -0.255 -1.397 6.320
C -0.508 -2.478 5.294
O -0.729 -2.070 4.121
C -0.567 -3.899 5.719
H -0.210 -0.376 5.887
H 0.558 -1.593 6.971
H -1.183 -1.289 6.911
H 0.370 -4.407 5.913
H -0.957 -4.429 4.862
H -1.193 -3.936 6.651
C 2.409 4.480 -4.394
C 3.468 5.498 -4.071
C 4.839 4.781 -4.238
O 5.970 5.472 -3.752
C 5.990 5.511 -2.367
N 3.343 6.772 -4.788
H 2.441 3.742 -3.596
H 2.569 4.069 -5.451
H 1.502 5.043 -4.374
H 3.340 5.740 -3.014
H 4.981 4.590 -5.312
H 4.775 3.861 -3.705
H 5.773 4.512 -1.940
H 5.235 6.211 -2.066
H 6.957 5.817 -1.992
H 3.931 7.456 -4.382
H 3.587 6.647 -5.756
C 3.941 0.941 1.177
C 4.584 1.255 2.531
C 6.075 1.680 2.266
O 6.555 2.606 3.252
C 7.936 2.847 3.026
N 3.814 2.329 3.154
H 4.182 1.769 0.513
H 2.903 0.711 1.333
H 4.364 -0.010 0.831
H 4.424 0.390 3.109
H 6.049 2.255 1.349
H 6.788 0.857 2.161
H 8.119 3.178 1.986
H 8.476 1.843 3.183
H 8.358 3.479 3.838
H 3.401 2.889 2.430
H 4.323 2.934 3.823
C -5.040 1.391 -0.339
C -4.317 1.518 -1.679
C -4.427 0.226 -2.418
O -3.639 0.242 -3.594
C -3.783 -1.031 -4.196
N -4.738 2.766 -2.438
H -4.471 0.614 0.231
H -6.048 0.970 -0.488
H -5.003 2.334 0.176
H -3.260 1.791 -1.517
H -5.480 0.045 -2.658
H -4.162 -0.716 -1.784
H -3.054 -1.084 -4.999
H -4.786 -1.201 -4.549
H -3.503 -1.815 -3.495
H -4.531 3.539 -1.770
H -5.738 2.730 -2.617
C -4.009 -1.782 7.090
C -4.333 -0.285 7.147
C -3.122 0.559 7.119
O -2.379 0.306 8.279
C -1.331 1.195 8.469
N -5.042 -0.021 5.873
H -3.373 -1.972 6.223
H -4.892 -2.424 6.956
H -3.614 -2.135 8.012
H -4.981 -0.155 7.996
H -3.387 1.635 7.170
H -2.500 0.399 6.180
H -0.567 1.139 7.689
H -0.834 0.930 9.405
H -1.708 2.212 8.478
H -5.149 0.963 5.670
H -5.926 -0.533 5.828
C -5.316 -4.555 -2.379
C -4.855 -5.837 -3.007
C -4.778 -5.729 -4.462
O -4.648 -7.041 -5.030
C -4.980 -7.076 -6.435
N -3.563 -6.263 -2.414
H -6.319 -4.321 -2.695
H -4.792 -3.671 -2.730
H -5.331 -4.563 -1.290
H -5.546 -6.638 -2.794
H -3.826 -5.133 -4.677
H -5.675 -5.166 -4.871
H -4.348 -6.370 -6.982
H -6.074 -6.874 -6.610
H -4.743 -8.101 -6.753
H -3.496 -7.260 -2.356
H -2.785 -5.895 -2.947
C -0.038 1.305 2.013
C -0.176 1.703 0.499
C -0.709 0.545 -0.364
O 0.255 -0.524 -0.338
C -0.278 -1.784 -0.056
N -1.067 2.874 0.335
H 0.708 0.512 2.020
H -1.006 1.057 2.436
H 0.264 2.146 2.566
H 0.862 1.955 0.170
H -0.829 0.874 -1.384
H -1.731 0.157 0.031
H -0.959 -2.161 -0.831
H -0.773 -1.784 0.949
H 0.604 -2.440 0.061
H -1.069 3.123 -0.660
H -0.548 3.647 0.804
C -1.404 -3.524 -7.754
C -0.855 -4.875 -7.393
C -0.714 -5.592 -8.718
O -0.145 -6.877 -8.666
C -1.120 -7.846 -8.371
N 0.385 -4.809 -6.621
H -2.259 -3.645 -8.435
H -0.618 -2.987 -8.369
H -1.645 -2.868 -6.907
H -1.499 -5.489 -6.805
H -0.057 -4.971 -9.333
H -1.728 -5.683 -9.070
H -2.085 -7.566 -8.839
H -1.303 -7.956 -7.346
H -0.818 -8.785 -8.748
H 0.967 -3.960 -6.877
H 0.954 -5.668 -6.823
C 0.970 -6.462 2.963
C 0.646 -6.010 1.541
C -0.780 -5.495 1.299
O -1.750 -6.462 1.742
C -3.006 -5.865 1.975
N 1.627 -4.994 1.146
H 0.802 -5.660 3.656
H 2.019 -6.834 3.100
H 0.368 -7.353 3.094
H 0.775 -6.801 0.850
H -0.893 -5.401 0.197
H -0.988 -4.552 1.789
H -3.120 -5.260 2.934
H -3.680 -6.709 2.071
H -3.270 -5.241 1.117
H 1.483 -4.225 1.803
H 1.494 -4.590 0.250
C 1.280 -7.281 -3.128
C 0.925 -5.946 -2.460
C 2.141 -5.101 -2.108
O 1.863 -3.774 -1.668
C 3.083 -3.030 -1.488
N -0.133 -5.279 -3.279
H 0.361 -7.917 -3.191
H 2.038 -7.833 -2.543
H 1.685 -7.201 -4.148
H 0.371 -6.203 -1.529
H 2.791 -4.987 -2.971
H 2.804 -5.545 -1.388
H 3.445 -3.336 -0.494
H 2.792 -2.007 -1.441
H 3.787 -3.309 -2.302
H 0.130 -5.123 -4.264
H -0.302 -4.382 -2.891
C 3.400 -0.152 -6.043
C 2.713 -1.576 -6.034
C 1.883 -1.843 -4.749
O 0.790 -0.903 -4.706
C -0.244 -1.229 -3.739
N 1.832 -1.737 -7.187
H 3.767 0.018 -7.042
H 4.177 -0.013 -5.292
H 2.576 0.554 -5.886
H 3.483 -2.368 -6.096
H 2.551 -1.616 -3.918
H 1.494 -2.868 -4.684
H 0.254 -1.384 -2.811
H -0.724 -2.152 -4.035
H -0.967 -0.486 -3.815
H 0.900 -1.357 -7.003
H 2.179 -1.272 -7.988
```

***

no.,LUMO level (eV)
1,-1.54
2,0.42